[1]
DFT (ωB97M-V/def2-TZVPD) results for a cluster of 6 separate species, C10H22Cl10O6 in total in a non-equilibrium geometry.

Geometry as XYZ:
```
48
Properties=species:S:1:pos:R:3
Cl 3.682 -2.018 -2.835
Cl 6.221 3.601 -1.995
Cl 3.666 -3.124 -0.121
Cl 4.869 1.068 -2.789
Cl 6.066 -2.061 -1.193
Cl 0.629 0.767 -4.204
Cl 3.737 2.624 -0.724
Cl -1.271 -0.597 -1.888
Cl 5.071 -4.556 -2.254
Cl 3.675 3.566 -3.509
O -4.188 -3.516 0.209
O -5.762 -0.972 1.200
O 0.977 0.332 2.074
O -3.685 0.843 2.176
O 2.852 -0.010 4.215
O -2.146 3.054 1.100
C 4.664 2.746 -2.229
C 0.708 1.214 -2.479
C -4.292 -2.241 -0.434
C -2.440 0.671 1.466
C 3.110 -0.539 2.863
C 4.632 -2.963 -1.585
C 0.423 -0.150 -1.755
C -5.562 -1.411 -0.198
C 2.368 0.343 1.869
C -2.174 1.799 0.399
H -2.996 1.729 -0.313
H 1.133 -0.945 -1.983
H -3.700 1.759 2.460
H -4.839 -4.067 -0.232
H -5.529 -0.512 -0.813
H 0.923 0.712 2.954
H -2.275 -0.227 0.870
H 0.465 0.040 -0.682
H -0.086 1.938 -2.295
H 1.930 -0.064 4.477
H 4.185 -0.625 2.705
H -3.463 -1.556 -0.257
H 2.726 1.370 1.939
H -4.232 -2.273 -1.522
H -1.673 0.783 2.233
H -1.223 1.727 -0.129
H 2.712 0.220 0.842
H 1.704 1.609 -2.284
H 2.612 -1.509 2.877
H -6.421 -2.051 -0.401
H -2.646 3.767 0.696
H -5.140 -0.296 1.479
```

Kohn-Sham gap (Ha): 0.3433
Energy relative to the best compared isomer or geometry (same formula, charge and spin) (kJ/mol): 61.0

[2]
DFT (ωB97M-V/def2-TZVPD) results for a structure of composition C10H22Cl2GdO3P in a non-equilibrium geometry.

Geometry as XYZ:
```
39
Properties=species:S:1:pos:R:3
Gd -0.809 -0.282 0.587
Cl 1.467 3.477 -1.797
Cl -3.035 -0.521 1.650
P -1.817 -0.947 -2.033
O 0.632 0.234 2.233
O 0.309 -3.664 0.083
O 0.954 1.082 -0.911
C -0.980 -0.106 -3.421
C -0.106 -2.592 0.211
C 2.638 1.243 -2.649
C -2.045 -2.609 -2.761
C 1.711 1.228 2.392
C 1.336 -0.957 4.296
C 1.208 2.485 3.061
C 1.631 1.783 -1.701
C -3.505 -0.261 -2.247
C 0.179 -0.394 3.490
H -1.567 -0.235 -4.345
H 0.837 2.274 4.071
H -0.368 0.367 4.061
H 2.063 1.411 1.369
H 2.504 0.740 2.962
H 0.023 -0.531 -3.568
H -0.533 -1.186 3.193
H 2.033 3.197 3.150
H -2.627 -3.230 -2.071
H 2.245 1.190 -3.677
H -2.572 -2.526 -3.722
H 0.920 -1.631 5.048
H 3.503 1.916 -2.647
H -3.865 -0.466 -3.266
H -3.492 0.825 -2.074
H 2.940 0.245 -2.322
H 2.044 -1.527 3.682
H -4.185 -0.716 -1.516
H -0.881 0.967 -3.209
H 0.408 2.956 2.482
H 1.870 -0.161 4.828
H -1.065 -3.076 -2.912
```

Kohn-Sham gap (alpha / beta) (Ha): 0.3293 / 0.2308
Charge: +2
Spin multiplicity: 8
Energy relative to the best compared isomer or geometry (same formula, charge and spin) (kJ/mol): 3.4

[3]
DFT (ωB97M-V/def2-TZVPD) results for the molecule C10H22ClN4O7PS in a non-equilibrium geometry.

Geometry as XYZ:
```
46
Properties=species:S:1:pos:R:3
Cl -1.165 -3.263 -4.155
S -2.118 4.430 0.539
P -0.570 -1.001 0.257
O -1.897 2.890 1.014
O -1.081 4.793 -0.440
O -1.946 -1.262 -0.214
O 4.779 -0.164 -1.436
O 2.353 -1.640 0.735
O -3.478 4.705 0.090
O -0.398 -1.345 1.835
N -0.122 0.655 -0.113
N 2.572 0.240 -1.522
N 0.488 -2.044 -0.618
N 3.499 -1.461 -0.104
C 0.803 -3.423 1.437
C -0.130 -2.921 -1.639
C -0.510 -2.148 -2.951
C -1.178 1.397 -0.858
C -1.755 5.260 2.084
C -2.326 1.893 0.093
C 3.657 -0.457 -1.045
C -0.460 -2.743 2.028
C 0.642 1.309 0.976
C 1.472 -2.670 0.285
H -0.484 -2.890 3.113
H -1.369 -3.179 1.620
H -1.539 0.778 -1.685
H -3.168 2.303 -0.496
H 0.366 -1.652 -3.375
H 4.335 -1.922 0.192
H 2.810 1.077 -2.024
H 1.590 -3.567 2.185
H -2.118 6.310 2.031
H -1.039 -3.357 -1.204
H -1.315 -1.451 -2.657
H 0.079 1.404 1.923
H 0.555 -3.720 -1.919
H 1.683 0.180 -1.057
H -0.684 5.188 2.253
H 0.482 -4.410 1.054
H 2.037 -3.364 -0.323
H 0.892 2.343 0.648
H -2.736 1.071 0.644
H -0.736 2.301 -1.317
H -2.331 4.777 2.889
H 1.559 0.747 1.225
```

Kohn-Sham gap (Ha): 0.3692
Energy relative to the best compared isomer or geometry (same formula, charge and spin) (kJ/mol): 0.0

[4]
DFT (ωB97M-V/def2-TZVPD) results for a structure of composition C10H22F2NO11S2Tl in a non-equilibrium geometry.

Geometry as XYZ:
```
49
Properties=species:S:1:pos:R:3
Tl 6.604 -0.513 16.402
S 4.061 -3.850 15.799
S 7.550 -1.909 12.550
F 7.169 0.294 18.870
F 9.051 0.009 15.240
O 5.350 -3.175 20.506
O 8.539 -5.018 17.431
O 6.046 -2.326 18.595
O 6.906 -1.814 13.829
O 4.813 -2.650 15.604
O 3.478 -4.531 14.688
O 6.988 -3.172 11.705
O 7.993 -3.072 16.741
O 2.907 -3.501 16.859
O 7.984 -4.720 15.384
O 7.592 -0.798 11.661
N 8.163 -4.290 16.527
C 5.870 -3.671 21.760
C 6.328 -2.828 19.650
C 9.229 -2.433 12.829
C 7.648 -2.962 20.363
C 6.268 -4.145 12.461
C 5.383 -4.980 11.552
C 0.639 -3.774 15.923
C 1.709 -4.274 16.870
C 7.332 -3.944 21.494
C 5.025 -5.000 16.782
H 0.689 -2.684 15.868
H 7.530 -4.978 21.219
H 4.565 -4.400 11.131
H 9.211 -3.318 13.464
H 1.319 -4.256 17.888
H -0.343 -4.172 16.163
H 6.901 -4.767 13.101
H 5.786 -5.296 16.060
H 5.995 -5.442 10.775
H 5.594 -3.731 13.215
H 7.981 -3.685 22.330
H 5.343 -4.606 21.947
H 7.776 -1.923 20.696
H 8.561 -3.163 19.812
H 4.366 -5.805 17.093
H 4.967 -5.805 12.132
H 9.603 -2.736 11.855
H 9.693 -1.592 13.339
H 1.879 -5.338 16.675
H 5.654 -2.939 22.535
H 0.860 -4.038 14.885
H 5.424 -4.454 17.631
```

Kohn-Sham gap (Ha): 0.1323
Energy relative to the best compared isomer or geometry (same formula, charge and spin) (kJ/mol): 0.0

[5]
DFT (ωB97M-V/def2-TZVPD) results for a structure of composition C10H22F3Li2NO4 in a non-equilibrium geometry.

Geometry as XYZ:
```
42
Properties=species:S:1:pos:R:3
F 1.729 0.043 1.065
F 3.818 0.077 1.756
F 2.316 -1.062 2.857
O 4.130 -2.642 1.024
O 0.628 3.084 1.497
O 2.335 -2.057 -0.340
O -0.679 1.437 3.371
N -1.343 0.554 -0.308
C -2.686 1.155 -0.295
C 2.634 -2.974 -1.346
C 3.199 -1.887 0.741
C -1.528 -0.951 -0.113
C -2.663 2.695 -0.436
C -0.692 0.744 -1.595
C -1.918 -1.234 1.341
C 1.346 -2.883 -2.153
C 2.747 -0.693 1.610
C 0.328 1.805 -1.495
Li 0.272 3.145 3.455
Li -0.498 1.536 1.392
H 0.498 -3.279 -1.595
H -3.236 0.972 0.628
H -1.348 0.905 -2.450
H 1.465 -3.420 -3.094
H -2.164 2.985 -1.360
H 0.978 1.725 -0.624
H -1.937 -2.298 1.575
H -2.934 -0.899 1.547
H -2.124 3.179 0.378
H -2.271 -1.378 -0.787
H 3.519 -2.599 -1.860
H -3.705 3.001 -0.529
H -0.617 -1.501 -0.349
H -0.102 2.805 -1.458
H -1.187 0.713 3.786
H 1.103 -1.865 -2.457
H -3.354 0.840 -1.096
H -0.169 -0.157 -1.917
H 1.413 3.410 1.017
H 0.982 1.838 -2.366
H -1.155 -0.873 2.030
H 2.868 -3.995 -1.047
```

Kohn-Sham gap (alpha / beta) (Ha): 0.3588 / 0.1874
Charge: +1
Spin multiplicity: 2

[6]
DFT (ωB97M-V/def2-TZVPD) results for the ion C10H22N2 with charge +2 in a non-equilibrium geometry.

Geometry as XYZ:
```
34
Properties=species:S:1:pos:R:3
N -1.169 -0.814 0.095
N -0.418 1.687 -0.104
C -1.548 -1.130 -1.317
C 1.182 0.114 0.916
C 0.156 2.966 0.363
C 2.434 0.737 0.665
C -1.238 1.741 -1.315
C -0.615 -1.972 0.792
C 2.753 -1.790 -0.005
C -2.339 -0.383 0.787
C -0.063 0.527 0.321
C 2.203 -0.414 -0.147
H -0.252 -1.775 1.827
H 3.244 0.633 1.424
H 1.921 -0.111 -1.213
H -2.327 1.584 -0.979
H -0.706 -1.201 -1.957
H 1.214 -0.520 1.729
H 0.779 3.343 -0.476
H 0.795 2.751 1.270
H 2.454 1.689 0.252
H 0.184 -2.374 0.259
H 2.489 -2.644 -0.787
H -1.353 -2.727 1.083
H 3.819 -1.797 -0.199
H -1.226 2.799 -1.767
H -1.890 -2.157 -1.297
H -2.344 -0.380 -1.544
H -0.479 3.724 0.687
H -2.103 -0.460 1.850
H -2.520 0.718 0.588
H 2.673 -2.187 1.031
H -1.012 1.180 -2.212
H -3.067 -1.070 0.642
```

Kohn-Sham gap (Ha): 0.3451
Charge: +2
Energy relative to the best compared isomer or geometry (same formula, charge and spin) (kJ/mol): 185.4

[7]
DFT (ωB97M-V/def2-TZVPD) results for a structure of composition C10H22N2O5ReSSi in a non-equilibrium geometry.

Geometry as XYZ:
```
42
Properties=species:S:1:pos:R:3
Re 1.071 0.731 0.270
S 1.237 -1.245 1.372
Si -1.113 0.516 -0.995
O 1.987 3.286 -2.792
O 2.582 1.638 1.811
O 1.704 1.602 -1.346
O 3.171 3.407 3.045
O 0.693 3.095 0.529
N -0.820 -2.915 1.506
N 0.819 -3.382 -0.124
C 1.638 2.881 -1.733
C 1.232 3.619 1.740
C -1.776 -4.024 1.393
C -2.368 0.036 0.351
C -0.652 -0.859 -2.219
C -1.685 2.053 -1.902
C 0.398 -4.671 -0.687
C 1.034 3.817 -0.677
C 2.410 2.790 2.202
C 0.281 -2.668 0.837
H -3.127 -0.621 -0.084
H -1.934 -0.465 1.212
H -2.557 1.780 -2.503
H -0.285 -0.410 -3.143
H -1.549 -1.437 -2.458
H 1.727 -3.063 -0.429
H 3.917 2.875 3.374
H -2.456 -3.863 0.556
H -1.046 -2.237 2.217
H -0.931 2.438 -2.591
H -2.888 0.923 0.717
H -1.272 -4.978 1.282
H 0.114 -1.538 -1.854
H 0.130 4.257 -1.095
H -0.662 -4.672 -0.919
H -1.989 2.851 -1.224
H -2.359 -4.058 2.309
H 0.632 -5.489 -0.006
H 1.757 4.609 -0.487
H 0.462 3.562 2.513
H 1.521 4.664 1.637
H 0.953 -4.834 -1.606
```

Kohn-Sham gap (alpha / beta) (Ha): 0.2443 / 0.2491
Charge: +2
Spin multiplicity: 2
Energy relative to the best compared isomer or geometry (same formula, charge and spin) (kJ/mol): 186.4

[8]
DFT (ωB97M-V/def2-TZVPD) results for a structure of composition C10H22N2O9V in a non-equilibrium geometry.

Geometry as XYZ:
```
44
Properties=species:S:1:pos:R:3
V 1.123 -0.094 -0.414
O 2.855 0.602 -1.532
O 1.943 3.694 1.951
O 0.139 0.154 -1.648
O -2.537 -3.842 -1.818
O 1.986 -2.012 0.600
O 3.479 -2.662 -0.605
O 1.853 -1.996 -1.363
O 4.598 -0.078 -0.924
O 3.123 0.587 0.327
N -0.802 -1.493 0.427
N 0.449 1.678 0.706
C -1.774 -3.656 0.952
C -2.107 -2.525 -1.403
C 0.800 4.039 1.091
C 3.715 0.825 -0.708
C -3.423 -3.829 -2.858
C 0.437 2.989 0.021
C -0.889 3.113 -0.553
C 2.268 -2.611 -0.427
C 1.988 4.433 3.126
C -1.150 -2.811 -0.199
H -2.625 -3.138 1.393
H -2.957 -1.947 -1.041
H -1.535 -1.114 1.010
H -0.243 -1.809 1.207
H 2.756 3.929 3.713
H -0.253 -3.349 -0.505
H -1.207 -3.860 1.860
H -1.003 4.055 -1.089
H 1.151 2.901 -0.799
H 1.079 4.882 0.459
H -3.323 -3.032 -3.595
H 1.207 1.931 1.324
H -0.145 4.180 1.617
H -4.418 -3.829 -2.414
H 1.029 4.368 3.641
H -0.372 1.717 1.293
H 2.173 5.494 2.960
H -0.942 2.282 -1.257
H -2.110 -4.635 0.610
H -1.649 3.194 0.225
H -1.503 -1.918 -2.078
H -3.185 -4.804 -3.284
```

Kohn-Sham gap (alpha / beta) (Ha): 0.1118 / 0.1131
Charge: -2
Spin multiplicity: 2
Energy relative to the best compared isomer or geometry (same formula, charge and spin) (kJ/mol): 385.3

[9]
DFT (ωB97M-V/def2-TZVPD) results for a cluster of 2 separate species, C10H22N3 in total in a non-equilibrium geometry.

Geometry as XYZ:
```
35
Properties=species:S:1:pos:R:3
N 0.034 -0.322 -0.469
N 2.014 0.518 1.986
N 2.212 -0.302 2.777
C 1.456 -1.536 -2.692
C -0.770 2.295 0.558
C -0.082 -1.766 -0.696
C 1.602 0.014 -2.468
C -0.182 -0.051 0.941
C -2.556 0.436 0.866
C 1.310 0.317 -0.974
C 0.173 -2.153 -2.105
C -1.177 1.222 2.725
C -1.217 1.017 1.242
H 0.240 -3.200 -2.304
H -1.064 0.285 3.292
H 0.306 2.203 0.381
H 1.580 -1.775 -3.712
H -2.640 0.280 -0.184
H 0.907 0.706 -2.925
H 0.532 -2.461 -0.032
H 2.513 0.345 -2.924
H -1.158 3.056 1.150
H -2.159 1.755 3.033
H 2.315 -1.972 -1.980
H 2.132 -0.114 -0.360
H -0.767 -0.004 -0.940
H 3.047 -0.292 3.390
H -0.207 -0.882 1.657
H 1.180 1.416 -0.869
H -0.319 1.753 3.082
H -0.563 -1.731 -2.805
H -1.175 -2.038 -0.609
H -1.194 2.304 -0.435
H -3.366 1.246 1.095
H -2.956 -0.570 1.311
```

Kohn-Sham gap (alpha / beta) (Ha): 0.3194 / 0.3906
Charge: +1
Spin multiplicity: 3
Energy relative to the best compared isomer or geometry (same formula, charge and spin) (kJ/mol): 0.0

[10]
DFT (ωB97M-V/def2-TZVPD) results for a structure of composition C10H22N3O14PV in a non-equilibrium geometry.

Geometry as XYZ:
```
51
Properties=species:S:1:pos:R:3
V -0.600 -1.434 -1.798
P 0.733 1.209 0.501
O 0.997 -2.537 -0.651
O 0.366 -1.171 -3.069
O 1.480 -3.993 -2.166
O -3.793 1.322 -2.834
O -1.470 -5.442 -2.562
O -4.038 -1.980 0.214
O 0.171 0.275 -0.480
O -1.971 -1.897 -0.125
O -2.779 -0.906 1.694
O -4.273 -0.856 -2.681
O -3.378 -4.265 -2.414
O 2.793 -3.830 -0.372
O -1.603 -3.160 -2.744
O -2.258 -0.247 -2.716
N 1.060 0.630 2.084
N -0.146 2.635 0.675
N 2.349 1.690 0.078
C -1.559 2.531 1.055
C 0.327 3.834 -0.085
C -2.134 -4.266 -2.551
C 3.183 2.456 1.083
C -3.463 0.052 -2.835
C 3.037 0.846 -0.918
C 0.999 1.476 3.305
C 1.168 -0.863 2.305
C -2.960 -1.597 0.551
C 1.756 -3.474 -1.065
H -1.832 3.498 1.476
H -0.436 4.449 -0.560
H 3.850 1.404 -1.383
H 1.161 3.549 -0.726
H 1.272 -1.147 3.352
H -3.653 -0.806 2.078
H -0.603 -5.051 -2.434
H 0.790 4.450 0.686
H 2.360 0.549 -1.719
H -4.751 1.281 -2.871
H 3.469 1.739 1.852
H -1.658 1.712 1.768
H -0.032 1.810 3.420
H 1.219 0.909 4.209
H 0.295 -1.379 1.906
H -2.275 2.191 0.307
H 3.521 0.009 -0.415
H 4.143 2.755 0.663
H 2.014 -1.298 1.773
H 1.736 2.276 3.238
H 2.731 -3.275 0.409
H 2.686 3.334 1.496
```

Kohn-Sham gap (alpha / beta) (Ha): 0.0983 / 0.2297
Charge: -3
Spin multiplicity: 3

[11]
DFT (ωB97M-V/def2-TZVPD) results for the ion C10H22N3O4 with charge +1 in a non-equilibrium geometry.

Geometry as XYZ:
```
39
Properties=species:S:1:pos:R:3
O 0.533 1.522 1.342
O 3.180 -0.878 4.106
O -1.894 2.418 -3.613
O 0.333 2.497 -3.201
N 0.473 1.007 0.040
N 0.018 -1.246 0.515
N -1.561 0.019 -0.646
C 1.538 -2.495 3.436
C 1.373 -2.788 1.937
C -0.608 2.019 -3.793
C 1.327 -1.468 1.139
C -0.377 -0.110 -0.004
C -2.235 2.789 -2.285
C -2.410 1.200 -0.322
C -0.448 0.954 -4.839
C 3.002 -2.264 3.824
C -3.095 1.716 -1.592
H -3.163 0.881 0.393
H -2.086 -0.846 -0.633
H 3.231 -2.867 4.699
H 0.480 -3.378 1.744
H -3.167 0.874 -2.275
H 0.325 2.459 1.267
H -1.361 3.021 -1.685
H 0.403 0.339 -4.576
H 2.240 -3.338 1.593
H 0.996 -1.584 3.671
H -1.806 1.968 0.134
H 1.400 0.803 -0.312
H 3.676 -2.567 3.022
H -1.343 0.365 -4.987
H -0.595 -2.047 0.464
H 3.883 -0.799 4.749
H -2.810 3.708 -2.348
H 1.119 -3.294 4.039
H 1.613 -0.641 1.778
H -4.080 2.101 -1.366
H 2.068 -1.512 0.342
H -0.174 1.464 -5.759
```

Kohn-Sham gap (Ha): 0.3474
Charge: +1
Energy relative to the best compared isomer or geometry (same formula, charge and spin) (kJ/mol): 0.0

What did the second record say?
DFT (ωB97M-V/def2-TZVPD) results for a structure of composition C10H22Cl2GdO3P in a non-equilibrium geometry.

Geometry as XYZ:
```
39
Properties=species:S:1:pos:R:3
Gd -0.809 -0.282 0.587
Cl 1.467 3.477 -1.797
Cl -3.035 -0.521 1.650
P -1.817 -0.947 -2.033
O 0.632 0.234 2.233
O 0.309 -3.664 0.083
O 0.954 1.082 -0.911
C -0.980 -0.106 -3.421
C -0.106 -2.592 0.211
C 2.638 1.243 -2.649
C -2.045 -2.609 -2.761
C 1.711 1.228 2.392
C 1.336 -0.957 4.296
C 1.208 2.485 3.061
C 1.631 1.783 -1.701
C -3.505 -0.261 -2.247
C 0.179 -0.394 3.490
H -1.567 -0.235 -4.345
H 0.837 2.274 4.071
H -0.368 0.367 4.061
H 2.063 1.411 1.369
H 2.504 0.740 2.962
H 0.023 -0.531 -3.568
H -0.533 -1.186 3.193
H 2.033 3.197 3.150
H -2.627 -3.230 -2.071
H 2.245 1.190 -3.677
H -2.572 -2.526 -3.722
H 0.920 -1.631 5.048
H 3.503 1.916 -2.647
H -3.865 -0.466 -3.266
H -3.492 0.825 -2.074
H 2.940 0.245 -2.322
H 2.044 -1.527 3.682
H -4.185 -0.716 -1.516
H -0.881 0.967 -3.209
H 0.408 2.956 2.482
H 1.870 -0.161 4.828
H -1.065 -3.076 -2.912
```

Kohn-Sham gap (alpha / beta) (Ha): 0.3293 / 0.2308
Charge: +2
Spin multiplicity: 8
Energy relative to the best compared isomer or geometry (same formula, charge and spin) (kJ/mol): 3.4